75
Properties=species:S:1:pos:R:3:lowdin_spin:R:1 method="wB97M-V/def2-TZVPD" homo_energy_ha="-0.46810 / -0.46810" s2=0.7600 mol_weight_g_mol=982.4 multiplicity=2 total_energy_ha=-5545.2890 gap_ev="4.95 / 4.94" total_charge=+2
Pt -0.6925 2.4546 -1.0879 0.060
C 0.9758 -0.3454 0.2065 -0.001
C -0.1334 -1.3409 -0.1399 0.000
As -1.1411 -2.0708 1.4194 0.000
C -1.9798 -3.4796 0.3707 0.000
C -2.8594 -3.0933 -0.6401 0.000
C -3.5360 -4.0472 -1.3870 0.000
C -3.3495 -5.3975 -1.1204 0.000
C -2.4906 -5.7865 -0.1035 0.000
C -1.8084 -4.8318 0.6432 0.000
C 0.3768 -3.0075 2.2123 0.000
C 0.6243 -2.8018 3.5672 0.000
C 1.7106 -3.4070 4.1899 0.000
C 2.5591 -4.2240 3.4571 0.000
C 2.3158 -4.4430 2.1059 0.000
C 1.2306 -3.8387 1.4869 0.000
P 0.3706 1.3301 0.5754 0.007
C 1.9487 2.2920 0.7141 0.000
C 1.9855 3.4629 -0.1713 0.000
C 3.0419 4.4466 0.0647 0.000
C 4.0567 4.1803 0.9325 0.000
C 4.0235 2.9883 1.6729 0.000
C 2.9764 2.0548 1.5778 0.000
C -0.3104 1.3987 2.2309 0.004
C 0.2515 0.6865 3.2927 0.000
C -0.3229 0.7663 4.5467 0.000
C -1.4612 1.5413 4.7446 0.000
C -2.0280 2.2414 3.6903 0.000
C -1.4523 2.1743 2.4298 0.002
H 1.6672 -0.2144 -0.6325 0.000
H 1.5745 -0.7036 1.0520 0.000
H 0.2978 -2.1846 -0.6766 0.000
H -0.8716 -0.8765 -0.7886 0.000
H -3.0393 -2.0378 -0.8313 0.000
H -4.2290 -3.7408 -2.1624 0.000
H -3.8840 -6.1433 -1.6942 0.000
H -2.3525 -6.8373 0.1160 0.000
H -1.1404 -5.1517 1.4327 0.000
H -0.0496 -2.1797 4.1469 0.000
H 1.8855 -3.2507 5.2466 0.000
H 3.4009 -4.7038 3.9390 0.000
H 2.9662 -5.0964 1.5383 0.000
H 1.0366 -4.0429 0.4402 0.000
H 2.3436 3.0027 -1.1332 0.000
H 3.0263 5.3563 -0.5243 0.000
H 4.8721 4.8767 1.0714 0.000
H 4.8301 2.7909 2.3717 0.000
H 2.9836 1.1907 2.2287 0.000
H 1.1091 0.0403 3.1445 0.000
H 0.1066 0.2150 5.3730 0.000
H -1.9107 1.5922 5.7275 0.000
H -2.9174 2.8370 3.8465 0.000
H -1.8882 2.7214 1.6031 0.002
C -3.7927 -1.6370 -4.0802 0.000
N -3.7192 -0.6122 -3.0452 0.002
C -2.6086 -0.0013 -2.6666 0.005
N -1.4756 -0.2640 -3.3227 0.013
S -2.6740 1.0494 -1.3032 0.012
H -4.7828 -2.0802 -4.0540 0.000
H -3.0659 -2.4274 -3.8863 0.000
H -3.6319 -1.2120 -5.0720 0.000
H -4.5662 -0.3277 -2.5791 0.000
H -1.4430 -0.8961 -4.1058 0.000
H -0.6176 0.1242 -2.9736 0.007
S -0.0144 5.3061 0.0714 0.008
C 0.5485 3.8994 -0.4567 0.003
Te -1.0307 3.3385 -3.5359 0.658
C 0.8451 3.9978 -4.0961 0.068
C 1.6406 4.9241 -3.4533 0.055
C 2.7906 5.2633 -4.2002 0.011
C 2.8556 4.5922 -5.3897 0.069
S 1.5122 3.5805 -5.6244 0.009
H 1.3705 5.3817 -2.5131 0.002
H 3.5285 5.9902 -3.8915 0.000
H 3.6313 4.6476 -6.1383 0.003